Record 1
Formula: C36H96O36S12
Source: OMol25
Level of theory: ωB97M-V/def2-TZVPD

Summary:
Relative energy (zero: lowest compared OMol25 entry of this formula, charge and spin) (kJ/mol): 1037.41
HOMO level (eV): -10.8003
Molar mass (g mol⁻¹): 1489.9
F_max (eV Å⁻¹): 5.5
HOMO-LUMO gap (eV): 10.763
SMILES string: CCOS(C)(=O)=O.CCOS(C)(=O)=O.CCOS(C)(=O)=O.CCOS(C)(=O)=O.CCOS(C)(=O)=O.CCOS(C)(=O)=O.CCOS(C)(=O)=O.CCOS(C)(=O)=O.CCOS(C)(=O)=O.CCOS(C)(=O)=O.CCOS(C)(=O)=O.CCOS(C)(=O)=O
E (eV): -242608.0763
LUMO level (hartree): -0.0014

The geometry in ORCA input format:
```
! wB97M-V def2-TZVPD RIJCOSX def2/J DEFGRID3
* xyz 0 1
O -1.000 4.330 4.984
S -0.205 5.477 5.134
O 1.081 5.372 5.832
O 0.112 6.006 3.565
C 0.864 7.156 3.425
C 1.280 7.286 1.999
C -1.216 6.922 5.828
H 1.730 7.220 4.084
H 0.216 8.013 3.609
H 2.039 6.607 1.611
H 1.797 8.230 1.823
H 0.429 7.414 1.330
H -1.341 6.768 6.899
H -2.103 7.091 5.217
H -0.642 7.843 5.718
O -7.687 7.313 2.835
S -7.177 7.836 1.546
O -5.778 8.077 1.391
O -7.695 6.795 0.308
C -8.968 6.445 -0.019
C -9.572 5.546 1.084
C -8.119 9.440 1.205
H -9.001 6.020 -1.022
H -9.438 7.395 -0.273
H -8.969 4.639 1.127
H -10.620 5.368 0.843
H -9.651 6.027 2.059
H -7.716 10.328 1.691
H -9.186 9.289 1.371
H -8.025 9.692 0.148
O 7.401 -1.485 -3.996
S 6.402 -2.534 -3.725
O 6.373 -3.783 -4.532
O 6.358 -2.813 -2.126
C 6.097 -4.100 -1.586
C 7.368 -5.032 -1.504
C 4.745 -1.801 -3.726
H 5.335 -4.529 -2.237
H 5.786 -3.904 -0.560
H 7.043 -6.002 -1.127
H 8.103 -4.579 -0.839
H 7.793 -5.264 -2.480
H 3.994 -2.500 -3.358
H 4.602 -1.440 -4.745
H 4.859 -0.929 -3.082
O -5.723 8.863 -7.111
S -6.080 7.483 -6.788
O -7.401 7.078 -6.319
O -5.558 6.519 -8.056
C -5.804 5.152 -7.941
C -6.116 4.633 -9.327
C -4.860 6.912 -5.414
H -6.684 4.889 -7.355
H -4.997 4.673 -7.387
H -5.303 4.744 -10.044
H -6.938 5.215 -9.742
H -6.268 3.569 -9.144
H -5.139 7.549 -4.575
H -3.812 7.183 -5.543
H -5.030 5.855 -5.209
O 3.829 -3.866 6.005
S 3.663 -3.712 7.415
O 2.470 -4.271 8.120
O 4.945 -4.472 8.175
C 5.075 -5.890 7.960
C 6.352 -6.307 8.693
C 3.994 -2.080 8.140
H 5.225 -5.972 6.884
H 4.131 -6.350 8.254
H 6.145 -6.303 9.763
H 7.302 -5.794 8.543
H 6.570 -7.368 8.566
H 3.090 -1.524 7.892
H 4.938 -1.564 7.966
H 3.840 -2.296 9.197
O -0.900 2.687 -2.269
S -0.864 1.728 -1.156
O -1.072 0.374 -1.583
O 0.651 1.994 -0.455
C 1.000 1.134 0.586
C 2.417 1.598 1.058
C -2.021 2.122 0.210
H 0.906 0.118 0.204
H 0.312 1.270 1.420
H 2.325 2.607 1.459
H 3.206 1.681 0.310
H 2.754 0.898 1.822
H -1.886 3.087 0.697
H -1.873 1.389 1.003
H -3.034 1.960 -0.159
O -6.409 -1.771 5.798
S -7.729 -1.422 5.272
O -8.053 -1.655 3.833
O -8.839 -2.240 6.270
C -10.202 -2.052 5.978
C -10.939 -2.659 7.186
C -8.117 0.311 5.860
H -10.399 -2.454 4.985
H -10.538 -1.028 5.812
H -10.653 -2.167 8.116
H -10.528 -3.637 7.439
H -12.014 -2.559 7.038
H -9.086 0.660 5.503
H -7.397 0.968 5.373
H -8.086 0.371 6.948
O 10.366 2.364 -0.687
S 11.701 2.650 -1.095
O 12.407 3.735 -0.443
O 12.604 1.297 -0.870
C 12.186 0.089 -1.476
C 13.015 -1.028 -0.816
C 11.869 2.796 -2.863
H 12.436 0.146 -2.536
H 11.120 0.017 -1.262
H 14.082 -0.887 -0.993
H 12.728 -2.020 -1.165
H 12.744 -1.028 0.240
H 12.891 2.495 -3.091
H 11.738 3.855 -3.081
H 11.159 2.234 -3.471
O -3.852 -6.712 -8.411
S -2.387 -6.841 -8.414
O -1.772 -8.015 -7.803
O -1.789 -6.519 -9.945
C -0.439 -6.809 -10.218
C -0.259 -6.459 -11.784
C -1.704 -5.265 -7.699
H -0.253 -7.878 -10.120
H 0.348 -6.407 -9.580
H -0.146 -5.403 -12.034
H -1.106 -6.976 -12.234
H 0.687 -6.959 -11.991
H -0.673 -5.534 -7.468
H -2.263 -5.097 -6.778
H -1.851 -4.393 -8.337
O 10.619 2.867 7.525
S 11.345 1.846 6.768
O 12.496 1.193 7.384
O 10.197 0.721 6.405
C 10.675 -0.465 5.745
C 9.734 -0.753 4.537
C 11.749 2.500 5.107
H 10.746 -1.302 6.440
H 11.711 -0.505 5.409
H 10.312 -1.332 3.817
H 9.585 0.178 3.990
H 8.754 -1.154 4.797
H 12.350 3.406 5.184
H 10.819 2.761 4.602
H 12.308 1.674 4.667
O -7.851 -1.340 -6.121
S -8.521 -0.821 -4.934
O -8.362 0.534 -4.383
O -10.194 -0.955 -5.121
C -10.831 0.029 -5.968
C -10.575 -0.284 -7.463
C -8.276 -2.016 -3.514
H -10.555 1.066 -5.777
H -11.889 0.022 -5.706
H -11.321 -1.038 -7.717
H -9.557 -0.569 -7.726
H -10.814 0.567 -8.101
H -8.355 -3.025 -3.920
H -9.081 -1.892 -2.789
H -7.293 -1.906 -3.055
O 0.104 -6.312 -0.415
S -1.059 -6.728 0.404
O -2.268 -7.216 -0.297
O -0.566 -7.929 1.433
C 0.809 -8.328 1.447
C 1.193 -8.469 2.955
C -1.539 -5.424 1.613
H 1.461 -7.687 0.854
H 0.862 -9.294 0.944
H 0.538 -9.217 3.401
H 1.126 -7.564 3.558
H 2.236 -8.768 3.060
H -2.269 -5.903 2.265
H -2.045 -4.567 1.168
H -0.578 -5.156 2.050
*
```


Record 2
Formula: C36H99N9O9
Source: OMol25
Level of theory: ωB97M-V/def2-TZVPD

Summary:
Relative energy (zero: lowest compared OMol25 entry of this formula, charge and spin) (kJ/mol): 555.48
HOMO level (eV): -8.6693
Molar mass (g mol⁻¹): 802.2
F_max (eV Å⁻¹): 3.2
HOMO-LUMO gap (eV): 9.135
SMILES string: COC[C@H](C)N.COC[C@H](C)N.COC[C@H](C)N.COC[C@H](C)N.COC[C@H](C)N.COC[C@H](C)N.COC[C@H](C)N.COC[C@H](C)N.COC[C@H](C)N
E (eV): -70766.5526
LUMO level (hartree): 0.0171

The geometry in ORCA input format:
```
! wB97M-V def2-TZVPD RIJCOSX def2/J DEFGRID3
* xyz 0 1
C 0.930 -3.542 4.208
C -0.349 -4.007 3.560
C -0.132 -4.092 2.063
O -0.958 -5.039 1.555
C -0.933 -5.189 0.143
N -0.684 -5.350 4.085
H 1.796 -4.196 4.312
H 0.650 -3.279 5.228
H 1.376 -2.650 3.768
H -1.128 -3.286 3.804
H 0.896 -4.443 1.978
H -0.322 -3.094 1.669
H -1.868 -5.615 -0.223
H -0.083 -5.718 -0.287
H -0.967 -4.213 -0.342
H -1.150 -5.730 3.274
H 0.226 -5.776 4.181
C -4.003 -1.750 3.608
C -3.228 -0.749 4.479
C -3.425 0.756 4.319
O -3.246 1.174 2.869
C -3.563 2.551 2.551
N -3.520 -1.087 5.874
H -4.176 -1.368 2.602
H -4.988 -1.706 4.074
H -3.666 -2.782 3.700
H -2.174 -0.950 4.288
H -2.661 1.242 4.925
H -4.457 0.994 4.577
H -3.006 3.172 3.252
H -4.614 2.734 2.776
H -3.348 2.909 1.544
H -2.827 -0.741 6.523
H -3.508 -2.092 5.975
C -0.826 0.295 -1.391
C -1.255 -0.292 -0.055
C -0.181 -0.014 1.093
O 1.054 -0.660 0.783
C 2.139 -0.270 1.587
N -2.524 0.336 0.274
H -0.766 1.383 -1.368
H -1.469 -0.022 -2.212
H 0.205 0.049 -1.644
H -1.351 -1.375 -0.125
H -0.550 -0.482 2.005
H -0.024 1.048 1.284
H 1.826 -0.487 2.609
H 2.233 0.804 1.425
H 3.019 -0.873 1.368
H -2.953 0.050 1.143
H -2.359 1.305 0.506
C -4.152 -2.951 -0.398
C -5.297 -2.492 -1.267
C -6.660 -2.231 -0.481
O -7.054 -3.401 0.335
C -7.837 -4.243 -0.447
N -4.872 -1.336 -1.989
H -3.981 -2.235 0.405
H -3.287 -3.079 -1.049
H -4.244 -3.971 -0.025
H -5.473 -3.314 -1.961
H -7.443 -1.788 -1.096
H -6.396 -1.522 0.303
H -7.378 -4.523 -1.396
H -8.807 -3.837 -0.735
H -7.891 -5.165 0.132
H -3.984 -1.567 -2.411
H -4.458 -0.814 -1.230
C 6.848 1.166 -0.056
C 6.200 1.338 -1.411
C 4.819 0.552 -1.514
O 4.952 -0.718 -0.920
C 4.025 -1.717 -1.277
N 6.192 2.705 -1.863
H 6.126 1.065 0.755
H 7.567 1.918 0.267
H 7.433 0.249 -0.128
H 6.784 0.713 -2.087
H 4.674 0.426 -2.587
H 3.945 1.177 -1.330
H 4.046 -2.593 -0.628
H 4.131 -2.086 -2.296
H 3.045 -1.255 -1.155
H 5.871 2.751 -2.820
H 7.164 2.972 -1.803
C -3.295 1.631 -4.228
C -3.185 3.030 -4.810
C -2.067 2.964 -5.957
O -0.747 2.647 -5.569
C -0.037 3.779 -5.122
N -4.499 3.310 -5.428
H -4.090 1.647 -3.482
H -2.469 1.364 -3.569
H -3.428 0.822 -4.946
H -2.800 3.653 -4.002
H -2.162 3.934 -6.446
H -2.304 2.158 -6.652
H -0.474 4.174 -4.204
H -0.134 4.538 -5.899
H 1.034 3.657 -4.960
H -5.254 3.288 -4.758
H -4.751 2.443 -5.881
C 6.303 2.167 3.740
C 4.816 2.242 3.395
C 3.813 1.623 4.475
O 2.490 1.630 4.010
C 1.530 1.172 4.987
N 4.539 3.613 3.087
H 7.082 2.518 3.063
H 6.444 1.101 3.912
H 6.480 2.625 4.713
H 4.611 1.698 2.473
H 3.801 2.261 5.359
H 4.112 0.614 4.758
H 0.473 1.102 4.729
H 1.722 1.699 5.922
H 1.845 0.140 5.135
H 3.538 3.619 3.227
H 4.735 4.174 3.904
C -1.326 -4.188 -4.786
C -1.465 -3.487 -3.445
C -0.084 -3.107 -2.922
O 0.622 -4.308 -2.666
C 1.957 -4.132 -2.183
N -2.387 -2.404 -3.660
H -0.848 -3.584 -5.557
H -2.320 -4.488 -5.117
H -0.838 -5.154 -4.658
H -1.857 -4.207 -2.727
H -0.055 -2.761 -1.889
H 0.493 -2.520 -3.636
H 2.577 -3.718 -2.979
H 2.267 -5.173 -2.086
H 2.007 -3.619 -1.223
H -1.927 -1.698 -4.217
H -3.267 -2.664 -4.082
C 3.010 7.153 -1.142
C 3.491 6.077 -0.094
C 3.114 4.634 -0.521
O 1.770 4.487 -0.447
C 1.408 3.161 -0.680
N 4.939 6.155 -0.181
H 1.929 7.164 -1.287
H 3.383 7.097 -2.165
H 3.278 8.112 -0.698
H 3.174 6.248 0.934
H 3.676 3.917 0.077
H 3.505 4.571 -1.536
H 1.939 2.506 -1.371
H 0.377 3.244 -1.024
H 1.469 2.671 0.292
H 5.237 5.832 -1.090
H 5.361 7.071 -0.239
*
```